No. 1
Molecular formula: C57H122BrN9
Method: DFT, ωB97M-V/def2-TZVPD

Last column: Mulliken charge in e.
CARTESIAN COORDINATES (ANGSTROEM)
C: -7.920 4.650 -10.042  -1.098
C: -6.588 5.449 -10.201  -0.544
N: -6.294 5.813 -11.642  0.198
C: -6.549 7.044 -12.235  -0.448
C: -6.047 6.959 -13.523  -0.273
N: -5.421 5.769 -13.679  0.162
C: -5.667 5.011 -12.559  -0.244
C: -4.870 5.193 -14.850  -0.866
H: -7.856 3.741 -10.640  0.350
H: -8.712 5.082 -10.653  0.367
H: -8.120 4.395 -9.001  0.355
H: -5.837 4.787 -9.769  0.335
H: -6.562 6.368 -9.615  0.359
H: -7.073 7.876 -11.788  0.479
H: -6.192 7.649 -14.341  0.431
H: -5.293 4.015 -12.374  0.402
H: -4.971 5.820 -15.736  0.342
H: -5.091 4.143 -15.039  0.344
H: -3.792 5.098 -14.722  0.352
C: 2.016 3.903 -12.966  -1.077
C: 2.592 5.103 -12.168  -0.510
N: 1.646 6.194 -11.882  0.197
C: 1.135 7.144 -12.738  -0.276
C: 0.140 7.854 -12.082  -0.497
N: 0.060 7.426 -10.758  0.170
C: 1.037 6.406 -10.676  -0.166
C: -0.820 7.776 -9.760  -0.814
H: 1.359 3.290 -12.350  0.332
H: 2.819 3.233 -13.276  0.361
H: 1.525 4.126 -13.913  0.345
H: 3.315 5.516 -12.872  0.318
H: 3.096 4.756 -11.266  0.338
H: 1.323 7.105 -13.801  0.431
H: -0.714 8.384 -12.476  0.428
H: 1.274 5.786 -9.825  0.402
H: -1.855 7.636 -10.072  0.332
H: -0.678 8.827 -9.508  0.346
H: -0.649 7.182 -8.862  0.332
C: 8.310 -0.174 -24.277  -1.222
C: 6.998 -0.254 -23.537  -0.449
C: 7.076 0.578 -22.213  -0.742
C: 7.999 -0.015 -21.149  -0.756
N: 7.655 0.476 -19.722  0.415
C: 8.766 0.049 -18.690  -0.602
C: 8.002 -0.364 -17.426  -0.627
C: 6.671 -0.906 -17.939  -0.734
C: 6.268 -0.040 -19.165  -0.528
C: 7.403 2.052 -19.790  -1.193
H: 9.066 -0.591 -23.612  0.307
H: 8.537 0.810 -24.688  0.298
H: 8.395 -0.823 -25.149  0.380
H: 6.777 -1.286 -23.264  0.303
H: 6.254 0.094 -24.253  0.330
H: 6.086 0.514 -21.762  0.436
H: 7.291 1.643 -22.292  0.435
H: 9.042 0.224 -21.354  0.479
H: 7.828 -1.076 -20.969  0.413
H: 9.572 0.750 -18.475  0.312
H: 9.161 -0.852 -19.159  0.365
H: 7.734 0.411 -16.709  0.317
H: 8.483 -1.046 -16.726  0.411
H: 5.912 -0.950 -17.157  0.372
H: 6.866 -1.878 -18.393  0.332
H: 5.445 0.631 -18.916  0.422
H: 5.877 -0.795 -19.847  0.275
H: 6.476 2.387 -20.256  0.407
H: 8.342 2.486 -20.133  0.380
H: 7.141 2.370 -18.781  0.464
C: 6.948 -2.542 0.190  -1.304
C: 7.619 -1.260 -0.289  -0.616
C: 6.936 -0.591 -1.492  -0.507
C: 6.617 0.938 -1.365  -0.934
N: 6.244 1.607 -2.755  0.180
C: 7.499 1.742 -3.653  -0.562
C: 7.187 2.859 -4.630  -0.575
C: 6.074 3.734 -4.026  -0.693
C: 5.808 3.129 -2.615  -0.584
C: 5.115 0.867 -3.429  -1.081
H: 7.151 -3.296 -0.570  0.326
H: 5.861 -2.572 0.261  0.352
H: 7.274 -2.929 1.156  0.379
H: 8.654 -1.413 -0.594  0.325
H: 7.744 -0.517 0.498  0.439
H: 5.988 -1.070 -1.735  0.418
H: 7.411 -0.933 -2.412  0.412
H: 7.488 1.380 -0.881  0.503
H: 5.844 0.990 -0.599  0.311
H: 7.683 0.772 -4.115  0.376
H: 8.259 2.020 -2.923  0.383
H: 6.742 2.485 -5.553  0.292
H: 8.067 3.427 -4.933  0.414
H: 5.166 3.779 -4.627  0.357
H: 6.356 4.751 -3.754  0.343
H: 4.806 3.264 -2.208  0.445
H: 6.587 3.567 -1.991  0.382
H: 5.471 -0.119 -3.728  0.419
H: 4.925 1.429 -4.343  0.464
H: 4.218 0.792 -2.813  0.335
C: -0.146 -4.750 -3.828  -1.353
C: 0.225 -3.831 -5.004  -0.473
C: -0.764 -3.982 -6.175  -0.488
C: -0.252 -3.128 -7.412  -0.928
N: -1.106 -3.159 -8.758  0.177
C: -0.710 -2.117 -9.797  -0.586
C: -2.029 -2.043 -10.630  -0.724
C: -3.168 -2.251 -9.700  -0.640
C: -2.545 -2.724 -8.376  -0.748
C: -1.123 -4.565 -9.382  -0.869
H: 0.453 -4.536 -2.942  0.379
H: 0.078 -5.780 -4.106  0.348
H: -1.191 -4.685 -3.527  0.350
H: 1.263 -3.970 -5.306  0.358
H: 0.166 -2.826 -4.586  0.323
H: -1.754 -3.733 -5.791  0.362
H: -0.828 -5.040 -6.430  0.372
H: 0.684 -3.538 -7.790  0.510
H: 0.095 -2.106 -7.261  0.399
H: 0.122 -2.436 -10.425  0.348
H: -0.454 -1.220 -9.234  0.469
H: -2.034 -2.757 -11.454  0.354
H: -2.072 -1.116 -11.201  0.397
H: -3.686 -3.137 -10.068  0.325
H: -3.895 -1.444 -9.606  0.392
H: -3.191 -3.358 -7.770  0.435
H: -2.556 -1.838 -7.742  0.473
H: -0.181 -4.753 -9.898  0.326
H: -1.976 -4.599 -10.060  0.418
H: -1.331 -5.287 -8.592  0.289
C: 2.631 14.367 -12.108  -1.242
C: 3.959 13.839 -12.651  -0.629
C: 4.790 13.063 -11.680  -0.452
C: 6.262 12.931 -12.138  -1.177
N: 7.265 12.663 -10.986  0.477
C: 8.681 12.730 -11.625  -0.525
C: 9.332 13.937 -11.003  -0.469
C: 8.763 14.038 -9.624  -0.713
C: 7.298 13.732 -9.892  -0.801
C: 7.135 11.261 -10.396  -1.114
H: 1.828 14.352 -12.844  0.376
H: 2.808 15.434 -11.968  0.290
H: 2.374 13.811 -11.206  0.341
H: 4.504 14.591 -13.222  0.520
H: 3.757 13.193 -13.506  0.322
H: 4.341 12.096 -11.456  0.334
H: 4.740 13.612 -10.740  0.440
H: 6.630 13.850 -12.594  0.466
H: 6.399 12.218 -12.951  0.509
H: 9.239 11.828 -11.373  0.379
H: 8.553 12.939 -12.687  0.281
H: 10.416 13.872 -10.907  0.350
H: 8.984 14.805 -11.562  0.304
H: 9.151 13.368 -8.858  0.352
H: 8.936 15.052 -9.262  0.361
H: 6.684 13.373 -9.066  0.386
H: 6.754 14.586 -10.294  0.449
H: 6.167 11.212 -9.897  0.362
H: 7.893 11.050 -9.643  0.455
H: 7.072 10.561 -11.230  0.366
C: -1.208 3.343 0.709  -1.346
C: -1.486 4.671 1.444  -0.463
C: -0.873 5.858 0.732  -0.479
C: -1.242 7.253 1.318  -0.696
N: -0.891 8.528 0.426  0.197
C: -1.575 9.813 0.948  -0.596
C: -1.617 10.816 -0.224  -0.679
C: -2.015 9.840 -1.346  -0.582
C: -1.486 8.477 -1.009  -0.587
C: 0.616 8.793 0.263  -1.018
H: -1.726 3.078 -0.213  0.375
H: -1.581 2.521 1.320  0.395
H: -0.141 3.201 0.540  0.321
H: -1.168 4.506 2.474  0.359
H: -2.566 4.815 1.469  0.333
H: -1.229 5.805 -0.297  0.321
H: 0.208 5.717 0.757  0.362
H: -0.741 7.494 2.256  0.360
H: -2.323 7.379 1.268  0.366
H: -0.984 10.180 1.788  0.397
H: -2.594 9.580 1.258  0.436
H: -0.636 11.246 -0.427  0.271
H: -2.343 11.591 0.020  0.398
H: -1.780 10.171 -2.358  0.344
H: -3.100 9.743 -1.303  0.336
H: -0.711 8.110 -1.683  0.345
H: -2.229 7.680 -1.030  0.418
H: 0.775 9.670 -0.364  0.412
H: 1.027 7.854 -0.107  0.348
H: 0.942 9.014 1.279  0.351
Br: -1.108 2.987 -5.616  -0.992

Cartesian forces (eV/Å) of the 3 atoms listed first:
0.67 0.25 -1.78
-1.01 -0.77 0.06
0.70 -0.69 -0.38

Summary:
* LUMO level: -0.355 Ha
* 2S+1: 1
* net charge: +6
* relative energy (zero: lowest compared OMol25 entry of this formula, charge and spin): 0.0 kcal per mole

---

No. 2
Molecular formula: C3H3NO3S
Method: DFT, ωB97M-V/def2-TZVPD

Last column: Mulliken charge in e.
CARTESIAN COORDINATES (ANGSTROEM)
C: 0.012 -1.620 -1.455  0.195
C: -1.420 -0.273 1.752  0.673
C: 1.098 1.877 0.154  -0.522
N: -0.485 0.370 1.362  -0.301
O: -2.361 -0.738 2.222  -0.365
O: 0.764 -2.391 -0.923  -0.518
O: -0.259 -0.416 -1.069  -0.407
S: 0.839 0.298 0.366  0.300
H: -0.551 -1.875 -2.376  0.353
H: 0.324 2.611 0.244  0.283
H: 2.039 2.156 -0.277  0.310

Cartesian forces (eV/Å) of the 3 atoms listed first:
-0.17 -0.66 -0.68
-0.06 -0.02 -0.06
-0.01 -1.10 0.17

Summary:
* LUMO level: 0.000 Ha
* 2S+1: 1
* relative energy (zero: lowest compared OMol25 entry of this formula, charge and spin): 70.0 kcal per mole

---

No. 3
Molecular formula: C38H26Cl7IrN3O3PS
Method: DFT, ωB97M-V/def2-TZVPD

Last column: Löwdin spin population.
CARTESIAN COORDINATES (ANGSTROEM)
Ir: -0.132 0.184 0.295  1.559
O: -2.452 1.733 1.004  0.209
C: -1.765 1.510 -0.051  0.269
C: -1.899 2.171 -1.284  0.090
C: -3.007 3.046 -1.544  0.087
C: -3.157 3.613 -2.781  0.010
C: -2.247 3.350 -3.834  0.135
C: -1.169 2.515 -3.597  -0.004
C: -0.973 1.960 -2.331  0.131
P: 0.366 0.904 -1.880  0.056
C: 0.439 -0.291 -3.245  0.008
C: -0.703 -1.066 -3.468  0.002
C: -0.734 -1.957 -4.526  0.000
C: 0.373 -2.082 -5.367  0.001
C: 1.510 -1.324 -5.139  0.001
C: 1.545 -0.425 -4.074  0.003
C: 1.919 1.841 -1.932  0.020
C: 2.003 3.105 -2.507  0.005
C: 3.220 3.782 -2.522  0.001
C: 4.351 3.208 -1.959  0.003
C: 4.273 1.948 -1.374  0.000
C: 3.062 1.270 -1.361  0.006
H: -3.723 3.225 -0.752  0.006
H: -4.005 4.266 -2.966  -0.002
H: -2.393 3.792 -4.812  0.009
H: -0.481 2.277 -4.405  -0.003
H: -1.558 -0.968 -2.804  0.000
H: -1.620 -2.558 -4.700  0.000
H: 0.345 -2.776 -6.200  0.000
H: 2.372 -1.425 -5.790  0.000
H: 2.434 0.174 -3.902  0.000
H: 1.121 3.567 -2.932  0.001
H: 3.281 4.763 -2.980  0.000
H: 5.294 3.743 -1.970  0.000
H: 5.155 1.496 -0.933  0.000
H: 2.997 0.288 -0.902  0.001
Cl: 1.204 -4.313 -2.256  0.081
C: 2.000 -3.715 -0.887  0.214
C: 3.019 -4.433 -0.285  -0.024
C: 3.666 -3.925 0.820  0.226
Cl: 4.924 -4.845 1.519  0.084
C: 3.326 -2.638 1.390  0.014
C: 3.955 -2.086 2.511  0.025
C: 3.572 -0.849 2.936  -0.006
C: 2.567 -0.170 2.236  0.027
N: 1.939 -0.675 1.199  0.029
C: 2.310 -1.895 0.784  0.054
C: 1.580 -2.434 -0.372  0.080
O: 0.669 -1.803 -0.882  0.302
H: 3.313 -5.395 -0.686  -0.004
H: 4.733 -2.637 3.027  0.002
H: 4.036 -0.385 3.798  -0.001
H: 2.280 0.832 2.532  0.002
Cl: 0.148 4.412 6.398  0.104
C: -0.026 3.205 5.234  0.230
C: 0.298 3.495 3.876  -0.006
Cl: 0.848 5.053 3.448  -0.012
C: 0.164 2.524 2.924  0.133
Cl: 0.626 2.821 1.310  0.121
C: -0.349 1.201 3.276  0.087
O: -0.552 0.293 2.466  0.279
C: -0.638 0.941 4.679  0.142
Cl: -1.184 -0.619 5.069  0.052
C: -0.478 1.916 5.625  -0.015
Cl: -0.806 1.590 7.270  -0.018
C: -3.679 -4.207 1.528  0.005
N: -3.921 -2.802 1.789  0.006
C: -5.044 -2.368 2.622  0.001
C: -4.847 -0.843 2.688  0.001
N: -3.536 -0.663 2.054  0.006
C: -3.086 -1.780 1.511  0.024
S: -1.674 -1.957 0.562  0.144
H: -4.578 -4.666 1.118  0.000
H: -3.406 -4.734 2.447  0.000
H: -2.872 -4.307 0.810  0.004
H: -4.995 -2.842 3.604  0.000
H: -5.987 -2.647 2.156  0.000
H: -4.837 -0.472 3.709  0.000
H: -5.615 -0.312 2.134  0.000
H: -3.110 0.273 1.833  0.001

Cartesian forces (eV/Å) of the 3 atoms listed first:
-0.24 0.49 -1.25
0.67 -0.32 -0.77
-0.58 -0.59 1.25

Summary:
* LUMO level (spin up / spin down): -0.122 / -0.202 Ha
* 2S+1: 6
* net charge: +1
* ⟨S²⟩: 8.862

---

No. 4
Molecular formula: C12H20N2
Method: DFT, ωB97M-V/def2-TZVPD

Last column: Mulliken charge in e.
CARTESIAN COORDINATES (ANGSTROEM)
C: 1.401 0.079 2.411  -0.788
C: 0.103 -0.131 2.524  0.535
C: -1.203 -0.307 2.647  -0.453
C: -1.857 -1.542 2.007  -0.741
N: -1.804 -1.582 0.510  -0.336
C: -2.752 -0.766 -0.244  -0.962
C: -2.374 0.765 -0.224  -0.741
C: -1.022 1.172 -0.760  0.345
C: -0.663 0.511 -2.105  -0.826
N: 0.718 0.382 -2.392  -0.425
C: 1.530 -0.636 -1.661  0.388
C: 2.953 -0.138 -1.658  -0.987
C: 3.512 0.515 -0.642  0.527
C: 4.173 1.148 0.307  -0.789
H: 2.006 0.542 1.647  0.203
H: 1.914 -0.466 3.183  0.259
H: -1.825 0.469 3.150  0.337
H: -2.952 -1.607 2.195  0.356
H: -1.439 -2.507 2.306  0.379
H: -0.852 -1.289 0.256  0.232
H: -3.744 -0.823 0.170  0.418
H: -2.814 -1.094 -1.295  0.346
H: -3.113 1.293 -0.811  0.447
H: -2.452 1.016 0.805  0.304
H: -0.965 2.272 -0.886  0.414
H: -0.287 0.790 -0.040  -0.372
H: -1.072 -0.540 -2.268  0.244
H: -1.097 1.126 -2.841  0.446
H: 1.210 1.239 -2.439  0.297
H: 1.037 -0.782 -0.673  -0.094
H: 1.428 -1.570 -2.264  0.223
H: 3.563 -0.334 -2.601  0.286
H: 4.183 2.227 0.500  0.275
H: 4.556 0.567 1.186  0.255

Cartesian forces (eV/Å) of the 3 atoms listed first:
-1.22 -1.17 0.76
-0.42 0.93 -0.52
0.62 -0.11 0.01

Summary:
* LUMO level: 0.035 Ha
* 2S+1: 1
* SMILES: C=C=CCNCCCCNCC=C=C
* relative energy (zero: lowest compared OMol25 entry of this formula, charge and spin): 128.2 kcal per mole

---

no.,electronic energy (eV)
1,-144483.0876
2,-21624.8514
3,-161053.2321
4,-15743.6285